[1]
The following is a quantum chemistry calculation of C15H35N9OPbSi as an isolated structure at a distorted geometry, from the OMol25 dataset.

Structure (ORCA input):
```
! wB97M-V def2-TZVPD RIJCOSX def2/J DEFGRID3
* xyz 4 1
Pb 0.47 -0.31 1.11
N 5.80 -1.53 -0.27
N 4.72 -0.75 -0.07
N 4.75 0.55 -0.34
C 3.51 0.89 -0.07
N 2.78 -0.15 0.34
N 3.58 -1.22 0.33
H 6.64 -1.01 -0.48
H 5.86 -2.35 0.31
H 3.14 1.90 -0.16
N -5.19 -0.06 0.13
C -4.47 -1.33 -0.24
C -3.09 -1.35 0.40
N -2.26 -0.17 0.07
C -3.00 1.07 0.40
C -4.38 1.15 -0.25
H -5.37 -0.05 1.13
H -6.10 -0.03 -0.32
H -4.40 -1.37 -1.33
H -5.06 -2.18 0.09
H -2.57 -2.25 0.09
H -3.19 -1.39 1.49
H -2.06 -0.18 -0.93
H -2.41 1.93 0.10
H -3.11 1.11 1.49
H -4.30 1.16 -1.34
H -4.91 2.04 0.07
C 0.96 5.78 -1.67
N 0.80 4.37 -1.27
C 0.78 3.40 -2.36
C 0.58 3.79 -0.01
O 0.33 2.58 0.03
N 0.67 4.53 1.17
C 0.89 5.95 1.44
C 0.53 3.78 2.42
H 1.01 5.82 -2.75
H 1.89 6.20 -1.29
H 0.12 6.39 -1.36
H 1.08 3.89 -3.28
H -0.22 2.99 -2.47
H 1.46 2.58 -2.13
H 0.92 6.58 0.58
H 1.83 6.06 1.99
H 0.10 6.30 2.10
H 0.39 2.73 2.23
H -0.31 4.18 2.98
H 1.43 3.93 3.02
C 1.95 -5.66 -1.39
Si 0.70 -5.46 -0.03
C 0.73 -6.08 1.74
C -0.77 -6.63 -0.72
C 0.46 -3.66 0.17
C 0.39 -2.44 0.28
H 2.12 -6.71 -1.59
H 2.87 -5.18 -1.03
H 1.61 -5.16 -2.30
H 0.84 -7.16 1.76
H -0.19 -5.79 2.25
H 1.60 -5.60 2.22
H -0.38 -7.64 -0.73
H -0.98 -6.24 -1.73
H -1.60 -6.51 -0.01
*
```

Computed properties:
total energy	-44661.827	eV
highest occupied orbital energy (alpha / beta)	-19.18 / -19.18	eV
Kohn-Sham gap (alpha / beta)	4.987 / 5.085	eV
molar mass	592.79	g/mol

***

[2]
The following is a quantum chemistry calculation of C24H23GaIN2O4 as an isolated structure, from the OMol25 dataset.

Structure (ORCA input):
```
! wB97M-V def2-TZVPD RIJCOSX def2/J DEFGRID3
* xyz 1 1
Ga -1.46 -0.77 1.07
C 2.66 -1.79 2.77
C 2.46 -1.99 1.30
N 3.45 -2.43 0.57
C 3.28 -2.61 -0.77
C 2.12 -2.36 -1.43
C 2.03 -2.58 -2.92
O 0.94 -3.42 -3.28
C 1.02 -1.88 -0.66
C -0.23 -1.63 -1.31
N -1.32 -1.12 -0.79
C -2.46 -0.97 -1.65
C -2.33 -0.49 -2.95
C -3.45 -0.37 -3.76
C -4.70 -0.71 -3.28
C -4.85 -1.17 -1.98
C -3.72 -1.29 -1.19
I -3.92 -1.94 0.77
C 1.19 -1.69 0.72
O 0.24 -1.23 1.51
H 3.61 -2.22 3.07
H 1.85 -2.25 3.35
H 2.65 -0.73 3.01
H 4.15 -2.98 -1.31
H 2.98 -2.99 -3.27
H 1.88 -1.64 -3.45
H 1.21 -4.34 -3.23
H -0.30 -1.93 -2.35
H -1.36 -0.18 -3.32
H -3.33 0.00 -4.77
H -5.57 -0.61 -3.91
H -5.83 -1.43 -1.59
C 2.57 3.63 -0.34
C 1.52 3.00 0.53
C 1.81 2.59 1.83
C 0.85 2.03 2.66
C 1.25 1.65 4.06
C -0.44 1.85 2.16
C -0.78 2.28 0.87
C -2.19 2.26 0.30
C 0.21 2.86 0.08
C -1.46 1.17 3.04
O -1.67 1.44 4.18
O -2.16 0.18 2.41
H 3.54 3.62 0.14
H 2.31 4.67 -0.57
H 2.65 3.11 -1.29
H 2.82 2.72 2.20
H 2.33 1.53 4.13
H 0.78 0.72 4.40
H 0.95 2.42 4.78
H -2.96 2.37 1.06
H -2.43 1.35 -0.27
H -2.31 3.06 -0.42
H -0.05 3.23 -0.91
*
```

Computed properties:
total energy	-96904.184	eV
highest occupied orbital energy	-11.62	eV
Kohn-Sham gap	7.227	eV
molar mass	600.09	g/mol

***

[3]
The following is a quantum chemistry calculation of a 2-piece molecular cluster, C5H14NO overall, from the OMol25 dataset.

Structure (ORCA input):
```
! wB97M-V def2-TZVPD RIJCOSX def2/J DEFGRID3
* xyz 0 2
C -1.13 -1.14 -1.24
C -0.57 0.24 -1.59
C -0.66 1.18 -0.43
C 0.31 1.49 0.43
C 0.08 2.36 1.61
N -0.14 -2.08 -0.61
H -1.96 -1.08 -0.54
H -1.48 -1.65 -2.15
H 0.42 0.17 -2.05
H -1.24 0.59 -2.38
H -1.63 1.68 -0.33
H 1.31 1.16 0.18
H -0.20 1.82 2.52
H 1.00 2.88 1.90
H -0.69 3.10 1.39
H -0.59 -2.99 -0.46
H 0.67 -2.19 -1.22
H 0.22 -1.76 0.31
H 1.96 -0.39 1.84
H 2.14 -1.87 1.46
O 1.49 -1.13 1.41
*
```

Computed properties:
expectation value of S²	0.751
total energy	-8945.084	eV
highest occupied orbital energy (alpha / beta)	-2.17 / -9.47	eV
Kohn-Sham gap (alpha / beta)	2.027 / 9.923	eV
molar mass	104.17	g/mol

***

[4]
The following is a quantum chemistry calculation of C4H12N4 as an isolated structure at a distorted geometry, from the OMol25 dataset.

Structure (ORCA input):
```
! wB97M-V def2-TZVPD RIJCOSX def2/J DEFGRID3
* xyz 0 1
C -1.84 0.63 -0.17
C 0.86 1.21 -0.51
C -0.58 -0.06 -0.63
N 0.95 2.19 0.46
N 1.85 1.05 -1.31
N -0.46 -0.76 -1.68
H 1.72 2.84 0.35
H 0.09 2.54 0.84
H 1.67 0.30 -1.97
H -1.26 -0.70 -2.31
H -2.71 -0.01 -0.36
H -1.74 0.80 0.90
H -2.00 1.57 -0.69
C 0.75 -2.14 0.79
N -0.08 -0.96 1.08
H -0.69 -1.14 1.88
H 0.56 -0.15 1.26
H 1.35 -2.44 1.65
H 1.44 -1.85 0.00
H 0.11 -2.94 0.42
*
```

Computed properties:
total energy	-10300.210	eV
highest occupied orbital energy	-7.93	eV
Kohn-Sham gap	8.701	eV
molar mass	116.17	g/mol

***

[5]
The following is a quantum chemistry calculation of C34H37N4O3SW as an isolated structure at a distorted geometry, from the OMol25 dataset.

Structure (ORCA input):
```
! wB97M-V def2-TZVPD RIJCOSX def2/J DEFGRID3
* xyz 1 3
W -0.39 1.71 -0.54
O 0.55 4.71 -1.14
C -0.23 3.81 -1.38
O -0.01 2.79 -2.18
C -1.62 3.78 -0.79
C -2.20 4.98 -0.34
C -3.55 5.02 -0.11
C -4.32 3.84 -0.30
C -5.72 3.85 -0.15
C -6.44 2.70 -0.33
C -5.79 1.51 -0.66
C -4.43 1.47 -0.81
C -3.66 2.63 -0.66
N -2.31 2.62 -0.89
H -1.57 5.85 -0.24
H -4.05 5.93 0.17
H -6.20 4.78 0.10
H -7.52 2.71 -0.23
H -6.36 0.60 -0.80
H -3.94 0.54 -1.08
C 0.31 1.78 2.93
C 1.80 2.07 2.73
C 2.00 3.41 2.00
C 2.55 0.97 1.99
C 3.55 0.27 2.64
C 4.33 -0.66 1.97
C 4.17 -0.82 0.61
C 3.19 -0.15 -0.10
C 3.22 -0.27 -1.61
C 4.22 0.77 -2.14
C 1.87 -0.11 -2.33
C 2.29 0.69 0.62
N 1.19 1.17 0.06
H -0.16 2.59 3.49
H 0.17 0.85 3.47
H -0.20 1.70 1.93
H 2.25 2.15 3.72
H 1.53 3.39 1.01
H 3.06 3.62 1.88
H 1.55 4.22 2.58
H 3.73 0.45 3.69
H 5.08 -1.22 2.51
H 4.84 -1.47 0.07
H 3.60 -1.27 -1.85
H 3.89 1.77 -1.86
H 4.29 0.72 -3.22
H 5.21 0.60 -1.72
H 1.62 0.95 -2.40
H 1.11 -0.67 -1.79
H 1.95 -0.51 -3.34
N -1.56 -0.18 -2.55
C -1.89 -0.71 -1.35
C -2.56 -1.94 -1.28
C -2.97 -2.42 -0.06
C -2.70 -1.67 1.09
C -2.01 -0.49 0.96
N -1.60 -0.01 -0.24
H -1.63 -0.73 -3.38
H -0.96 0.66 -2.56
H -2.75 -2.49 -2.19
H -3.48 -3.36 0.02
H -3.00 -2.02 2.06
H -1.75 0.10 1.83
C 0.56 -3.21 2.23
S 1.37 -2.43 0.77
O 0.29 -1.63 0.13
C 1.46 -4.02 -0.10
C 2.67 -4.69 -0.12
C 2.74 -5.96 -0.66
C 1.60 -6.55 -1.19
C 0.40 -5.86 -1.21
C 0.33 -4.59 -0.67
H -0.37 -3.67 1.92
H 0.36 -2.42 2.96
H 1.23 -3.94 2.65
H 3.55 -4.22 0.30
H 3.68 -6.49 -0.66
H 1.65 -7.55 -1.60
H -0.49 -6.32 -1.62
H -0.59 -4.03 -0.68
*
```

Computed properties:
expectation value of S²	2.050
total energy	-60615.990	eV
highest occupied orbital energy (alpha / beta)	-10.28 / -10.51	eV
Kohn-Sham gap (alpha / beta)	6.817 / 6.187	eV
molar mass	765.60	g/mol

***

[6]
The following is a quantum chemistry calculation of C9H44B2CuN18O9 as an isolated structure at a distorted geometry, from the OMol25 dataset.

Structure (ORCA input):
```
! wB97M-V def2-TZVPD RIJCOSX def2/J DEFGRID3
* xyz 0 2
Cu -1.62 1.78 0.16
B 0.01 0.03 0.26
H 0.13 0.21 -0.90
H 0.23 1.10 0.71
H -1.05 -0.33 0.61
H 0.92 -0.63 0.59
B -1.76 2.23 -2.08
H -0.63 2.01 -2.29
H -2.40 2.45 -3.04
H -2.28 1.25 -1.63
H -1.90 3.14 -1.31
C -0.03 0.36 -5.19
O 0.29 -0.16 -6.26
N 0.86 0.50 -4.16
N -1.28 0.83 -4.94
H 1.78 0.13 -4.18
H 0.46 0.98 -3.37
H -2.00 0.52 -5.57
H -1.52 1.23 -4.04
C 1.47 -2.17 3.80
O 1.66 -3.10 4.55
N 1.74 -2.08 2.46
N 0.86 -1.01 4.18
H 2.42 -2.72 2.08
H 1.57 -1.26 1.91
H 0.87 -0.20 3.58
H 0.75 -0.85 5.16
C -0.70 4.74 0.54
O -0.39 3.56 0.39
N -0.46 5.66 -0.41
N -1.44 5.13 1.63
H -0.06 5.37 -1.28
H -0.44 6.64 -0.20
H -1.89 6.03 1.52
H -1.95 4.39 2.07
C 1.87 -2.87 -4.30
O 0.79 -3.43 -4.18
N 2.29 -1.98 -3.37
N 2.73 -3.11 -5.32
H 1.74 -1.64 -2.60
H 3.15 -1.47 -3.47
H 2.37 -3.64 -6.10
H 3.70 -2.90 -5.19
C 2.54 1.58 3.30
O 1.43 2.01 3.59
N 2.85 1.20 2.02
N 3.62 1.47 4.14
H 3.59 0.52 1.93
H 2.09 1.15 1.37
H 3.45 1.83 5.06
H 4.55 1.30 3.83
C -1.86 1.80 3.60
O -1.59 2.06 2.42
N -3.12 1.40 3.99
N -1.03 2.16 4.62
H -3.10 0.87 4.85
H -3.83 1.32 3.29
H -0.08 2.31 4.24
H -1.17 1.63 5.46
C -4.32 -0.25 0.31
O -3.28 0.39 0.23
N -5.09 -0.49 -0.77
N -4.76 -0.82 1.47
H -5.99 -0.92 -0.66
H -4.82 -0.14 -1.68
H -4.09 -0.69 2.21
H -5.34 -1.64 1.38
C 4.10 -2.39 -0.47
O 4.53 -1.25 -0.55
N 4.91 -3.48 -0.63
N 2.78 -2.65 -0.33
H 5.90 -3.34 -0.62
H 4.61 -4.40 -0.38
H 2.13 -1.90 -0.17
H 2.45 -3.59 -0.46
C -1.87 -3.16 -1.21
O -2.28 -4.20 -1.69
N -1.02 -2.30 -1.82
N -2.18 -2.79 0.08
H -0.67 -1.44 -1.39
H -0.54 -2.59 -2.67
H -1.92 -1.90 0.47
H -2.46 -3.44 0.79
*
```

Computed properties:
expectation value of S²	0.752
total energy	-101294.017	eV
highest occupied orbital energy (alpha / beta)	-8.71 / -8.71	eV
Kohn-Sham gap (alpha / beta)	8.586 / 6.208	eV
molar mass	633.74	g/mol